[1]
Here is 10 unconnected molecules or ions with the total composition C51H123NO33P6 in a non-equilibrium geometry from the Open Molecules 2025 dataset. Energies are from wB97M-V/def2-TZVPD.

Results
LUMO level = 0.0243 Ha
SMILES = CCOP(=O)(OCC)OCC.CCOP(=O)(OCC)OCC.CCOP(=O)(OCC)OCC.CCOP(=O)(OCC)OCC.CCOP(=O)(OCC)OCC.CCOP(=O)(OCC)OCC.CCN(CC)CC.COC(=O)OC.COC(=O)OC.COC(=O)OC
Orbital gap = 9.38 eV

Cartesian coordinates (Å):
C1 4.107 -4.744 -4.185
C2 3.221 -3.514 -4.566
O1 2.311 -3.794 -5.719
P1 1.236 -2.611 -6.035
O2 1.790 -1.376 -6.637
O3 0.247 -3.409 -7.020
C3 0.825 -4.062 -8.179
C4 1.072 -5.602 -7.913
O4 0.354 -2.418 -4.692
C5 0.700 -1.430 -3.705
C6 0.007 -0.063 -4.075
H1 3.639 -5.721 -4.062
H2 4.815 -4.813 -5.010
H3 4.635 -4.547 -3.251
H4 2.705 -3.214 -3.654
H5 3.875 -2.675 -4.800
H6 0.033 -3.867 -8.902
H7 1.720 -3.565 -8.552
H8 0.068 -5.865 -7.581
H9 1.274 -6.205 -8.798
H10 1.733 -5.816 -7.072
H11 0.476 -1.769 -2.693
H12 1.777 -1.265 -3.693
H13 0.276 0.203 -5.097
H14 -1.054 -0.259 -4.226
H15 0.155 0.709 -3.320
C7 -7.094 4.860 -3.498
C8 -6.198 5.284 -2.334
O5 -4.983 4.675 -2.496
P2 -3.657 5.620 -2.179
O6 -2.390 4.902 -2.263
O7 -3.834 6.254 -0.678
C9 -2.970 7.297 -0.238
C10 -1.678 6.839 0.495
O8 -3.752 6.903 -3.170
C11 -3.960 6.578 -4.594
C12 -2.665 6.760 -5.285
H16 -7.296 3.798 -3.637
H17 -8.100 5.243 -3.326
H18 -6.615 5.195 -4.418
H19 -6.238 6.370 -2.427
H20 -6.690 5.052 -1.390
H21 -2.788 7.995 -1.056
H22 -3.594 7.786 0.510
H23 -1.880 5.924 1.052
H24 -1.016 6.592 -0.335
H25 -1.386 7.609 1.209
H26 -4.313 5.559 -4.754
H27 -4.678 7.333 -4.913
H28 -1.958 5.976 -5.018
H29 -2.652 6.415 -6.319
H30 -2.364 7.802 -5.177
C13 2.634 -3.736 1.263
C14 2.722 -3.738 -0.255
O9 3.730 -3.115 -0.965
P3 5.324 -3.539 -0.763
O10 5.703 -4.976 -0.586
O11 5.961 -2.842 -2.058
C15 5.967 -1.415 -2.269
C16 6.621 -1.145 -3.614
O12 5.874 -2.638 0.464
C17 7.142 -2.784 1.023
C18 7.019 -2.356 2.485
H31 2.590 -2.716 1.642
H32 1.706 -4.191 1.610
H33 3.552 -4.218 1.599
H34 2.892 -4.802 -0.423
H35 1.761 -3.427 -0.665
H36 4.924 -1.114 -2.374
H37 6.466 -0.967 -1.411
H38 7.685 -1.302 -3.434
H39 6.174 -1.755 -4.399
H40 6.431 -0.097 -3.845
H41 7.613 -3.759 1.146
H42 7.854 -2.191 0.449
H43 6.443 -1.438 2.602
H44 6.585 -3.046 3.210
H45 8.028 -2.225 2.875
C19 0.222 -6.882 2.144
C20 0.483 -7.019 0.560
O13 -0.720 -6.842 -0.202
P4 -1.448 -5.350 0.044
O14 -0.685 -4.230 0.634
O15 -1.926 -5.051 -1.506
C21 -2.570 -3.856 -1.690
C22 -2.342 -3.556 -3.202
O16 -2.858 -5.729 0.813
C23 -3.967 -6.501 0.411
C24 -4.557 -7.238 1.657
H46 1.128 -7.162 2.681
H47 0.182 -5.889 2.592
H48 -0.634 -7.453 2.502
H49 1.326 -6.379 0.300
H50 0.970 -7.969 0.339
H51 -3.585 -4.108 -1.383
H52 -2.170 -3.099 -1.015
H53 -2.523 -2.494 -3.369
H54 -1.292 -3.596 -3.491
H55 -2.813 -4.282 -3.864
H56 -4.722 -5.824 0.010
H57 -3.619 -7.206 -0.344
H58 -4.789 -6.814 2.633
H59 -5.477 -7.705 1.304
H60 -3.813 -7.996 1.903
C25 6.076 3.316 1.205
C26 5.081 4.452 0.915
O17 4.598 4.504 -0.415
P5 3.706 3.319 -1.037
O18 4.343 1.986 -1.227
O19 2.376 3.413 -0.106
C27 1.194 2.861 -0.557
C28 -0.016 3.434 0.258
O20 3.152 4.035 -2.376
C29 3.885 4.099 -3.586
C30 3.467 3.019 -4.526
H61 6.450 3.333 2.229
H62 5.434 2.437 1.258
H63 6.903 3.325 0.496
H64 4.208 4.430 1.568
H65 5.713 5.339 0.951
H66 1.031 3.092 -1.609
H67 1.258 1.773 -0.543
H68 0.205 4.501 0.271
H69 -0.933 3.198 -0.283
H70 0.007 3.068 1.284
H71 3.440 5.047 -3.891
H72 4.914 4.202 -3.242
H73 3.824 2.110 -4.042
H74 2.392 3.199 -4.546
H75 4.010 3.270 -5.437
C31 5.326 0.408 4.350
C32 3.794 0.515 4.147
O21 3.283 1.799 4.312
P6 1.870 1.942 5.161
O22 0.682 1.220 4.601
O23 1.719 3.554 5.188
C33 0.608 4.161 4.500
C34 0.883 5.472 3.876
O24 2.337 1.492 6.682
C35 1.633 1.969 7.830
C36 2.495 2.113 9.096
H76 5.794 0.888 5.209
H77 5.448 -0.666 4.490
H78 5.985 0.656 3.518
H79 3.404 0.331 3.146
H80 3.330 -0.254 4.765
H81 0.104 3.365 3.952
H82 -0.157 4.476 5.209
H83 -0.010 5.959 3.483
H84 1.407 6.100 4.596
H85 1.639 5.356 3.100
H86 1.139 2.883 7.501
H87 0.782 1.358 8.129
H88 3.261 2.883 9.013
H89 1.964 2.201 10.045
H90 3.153 1.247 9.022
C37 -3.280 -3.151 7.166
C38 -3.013 -4.525 6.695
N1 -2.428 -4.774 5.399
C39 -3.566 -4.634 4.422
C40 -2.848 -4.005 3.199
C41 -1.965 -6.197 5.269
C42 -0.758 -6.599 6.107
H91 -4.085 -2.679 6.602
H92 -2.409 -2.499 7.109
H93 -3.708 -3.173 8.169
H94 -2.504 -4.968 7.552
H95 -3.891 -5.150 6.857
H96 -4.035 -5.550 4.065
H97 -4.428 -4.037 4.721
H98 -2.256 -3.158 3.546
H99 -2.008 -4.616 2.867
H100 -3.386 -3.483 2.408
H101 -1.708 -6.318 4.217
H102 -2.739 -6.958 5.367
H103 0.040 -5.910 5.834
H104 -0.510 -7.631 5.859
H105 -0.951 -6.628 7.179
C43 -5.570 6.803 5.099
O25 -5.539 5.802 4.075
C44 -4.370 5.160 3.752
O26 -3.250 5.261 4.256
O27 -4.728 4.367 2.736
C45 -3.772 3.490 2.302
H106 -5.018 7.666 4.727
H107 -5.012 6.640 6.021
H108 -6.574 7.132 5.368
H109 -3.165 3.897 1.493
H110 -4.241 2.566 1.963
H111 -3.170 3.113 3.129
C46 -1.382 2.758 -6.462
O28 -2.457 2.064 -5.845
C47 -3.655 2.523 -5.666
O29 -4.216 3.519 -6.177
O30 -4.223 1.614 -4.883
C48 -5.477 1.886 -4.231
H112 -1.540 3.817 -6.667
H113 -1.105 2.139 -7.315
H114 -0.587 2.521 -5.755
H115 -5.836 0.893 -3.961
H116 -6.120 2.454 -4.903
H117 -5.343 2.381 -3.269
C49 -2.968 1.503 -1.872
O31 -2.059 0.591 -1.462
C50 -1.774 0.359 -0.144
O32 -2.583 0.658 0.749
O33 -0.674 -0.257 -0.017
C51 -0.251 -0.676 1.301
H118 -2.347 2.145 -2.497
H119 -3.487 2.097 -1.119
H120 -3.743 0.944 -2.396
H121 0.734 -1.143 1.294
H122 -0.815 -1.520 1.696
H123 -0.281 0.123 2.041

These are the Löwdin partial charges, in e, on atoms 1 to 2:
1. C -0.04
2. C -0.21

=====

[2]
Here is a molecular structure, C22H42N6O5Pm in a non-equilibrium geometry from the Open Molecules 2025 dataset. Energies are from wB97M-V/def2-TZVPD.

Results
Spin multiplicity = 5
⟨S²⟩ = 6.004
LUMO level (alpha / beta) = -0.0906 / -0.0903 Ha
Charge = +1
Orbital gap (alpha / beta) = 8.09 / 8.10 eV

Cartesian coordinates (Å):
Pm1 0.288 0.436 0.288
O1 1.573 2.406 -0.966
C1 2.658 3.002 -0.204
C2 3.426 1.879 0.463
N1 2.553 1.064 1.320
C3 2.084 1.820 2.514
C4 0.709 2.434 2.175
O2 0.604 3.635 1.972
O3 -0.232 1.565 2.054
C5 3.215 -0.171 1.771
C6 2.142 -1.220 2.217
O4 2.448 -2.027 3.064
O5 1.014 -1.151 1.582
H1 1.238 3.105 -1.535
H2 2.246 3.690 0.533
H3 3.324 3.544 -0.876
H4 4.261 2.312 1.026
H5 3.834 1.235 -0.320
H6 2.800 2.585 2.821
H7 1.936 1.116 3.333
H8 3.897 0.002 2.607
H9 3.801 -0.611 0.960
N2 -0.815 0.607 -2.293
C7 -0.721 -0.211 -3.529
C8 -0.311 -1.649 -3.222
C9 1.184 -1.899 -3.428
C10 2.079 -0.989 -2.597
N3 1.759 -1.088 -1.151
H10 -1.715 0.394 -1.865
H11 -0.886 1.578 -2.585
H12 0.022 0.251 -4.182
H13 -1.674 -0.208 -4.063
H14 -0.861 -2.335 -3.869
H15 -0.592 -1.877 -2.192
H16 1.424 -1.762 -4.485
H17 1.410 -2.936 -3.172
H18 1.956 0.053 -2.905
H19 3.117 -1.271 -2.784
H20 2.631 -1.114 -0.633
H21 1.353 -2.009 -0.977
N4 -0.057 -3.498 -0.227
C11 1.077 -4.355 -0.279
C12 1.982 -4.387 0.778
C13 3.144 -5.136 0.681
C14 3.411 -5.873 -0.464
C15 2.502 -5.853 -1.512
C16 1.343 -5.097 -1.427
H22 -0.877 -3.938 -0.622
H23 -0.236 -3.184 0.718
H24 1.766 -3.839 1.685
H25 3.832 -5.150 1.516
H26 4.305 -6.478 -0.529
H27 2.698 -6.430 -2.406
H28 0.631 -5.103 -2.245
C17 -5.523 0.974 2.145
C18 -5.114 1.452 0.753
N5 -4.007 2.395 0.761
C19 -4.295 3.724 1.271
C20 -3.781 3.924 2.698
C21 -2.705 2.045 0.373
C22 -1.741 3.148 0.033
N6 -2.254 0.770 0.206
H29 -6.293 0.210 2.047
H30 -5.940 1.792 2.730
H31 -4.676 0.552 2.685
H32 -5.965 1.951 0.279
H33 -4.856 0.606 0.120
H34 -5.375 3.865 1.233
H35 -3.846 4.468 0.614
H36 -4.310 3.281 3.400
H37 -3.945 4.959 2.994
H38 -2.716 3.708 2.771
H39 -2.173 3.863 -0.679
H40 -0.836 2.701 -0.403
H41 -1.423 3.686 0.926
H42 -2.921 0.061 0.505

These are the Löwdin partial charges, in e, on atoms 1 to 2:
1. Pm 1.80
2. O -0.15

=====

[3]
Here is C16H17N3O2S2 in the gas phase in a non-equilibrium geometry from the Open Molecules 2025 dataset. Energies are from wB97M-V/def2-TZVPD.

Results
LUMO level = 0.0187 Ha
SMILES = Cc1[nH]c2ccccc2c1-c1csc(NC(=O)CSCCO)n1
Orbital gap = 7.95 eV

Cartesian coordinates (Å):
C1 -0.663 -2.286 0.044
C2 -1.812 -1.348 0.053
N1 -3.095 -1.824 0.039
C3 -3.978 -0.781 0.042
C4 -5.366 -0.782 0.045
C5 -6.005 0.439 0.074
C6 -5.278 1.630 0.114
C7 -3.900 1.635 0.109
C8 -3.225 0.417 0.056
C9 -1.843 0.028 0.056
C10 -0.702 0.917 0.057
C11 -0.673 2.163 -0.501
S1 0.856 2.920 -0.258
C12 1.362 1.462 0.599
N2 2.615 1.444 1.143
C13 3.371 0.393 1.589
O1 4.473 0.594 2.051
C14 2.793 -0.983 1.437
S2 2.866 -1.486 -0.320
C15 4.599 -1.097 -0.756
C16 4.665 0.014 -1.793
O2 4.181 1.210 -1.224
N3 0.467 0.548 0.667
H1 0.245 -1.763 -0.241
H2 -0.513 -2.716 1.035
H3 -0.840 -3.101 -0.656
H4 -3.342 -2.799 0.022
H5 -5.922 -1.709 0.030
H6 -7.084 0.478 0.076
H7 -5.814 2.568 0.153
H8 -3.358 2.566 0.162
H9 -1.436 2.664 -1.058
H10 3.122 2.321 1.110
H11 1.737 -1.007 1.696
H12 3.372 -1.695 2.025
H13 5.045 -2.005 -1.160
H14 5.114 -0.799 0.154
H15 5.710 0.135 -2.115
H16 4.060 -0.268 -2.666
H17 4.196 1.903 -1.891

These are the Löwdin partial charges, in e, on atoms 1 to 2:
1. C -0.02
2. C -0.23

=====

[4]
Here is a molecular structure, CH2ClNO2S2 in a non-equilibrium geometry from the Open Molecules 2025 dataset. Energies are from wB97M-V/def2-TZVPD.

Results
LUMO level = -0.0224 Ha
Orbital gap = 9.13 eV

Cartesian coordinates (Å):
C1 1.027 1.034 -0.289
N1 2.068 0.644 0.139
O1 -5.056 0.325 -0.947
O2 -4.489 0.529 1.402
S1 -0.417 1.535 -0.508
S2 -4.145 0.743 0.021
Cl1 -3.223 -1.773 -0.644
H1 3.013 0.193 0.115
H2 -3.098 -1.674 0.695

These are the Löwdin partial charges, in e, on atoms 1 to 2:
1. C -0.91
2. N 0.12

=====

[5]
Here is a molecular structure, C12H22N3OsS in a non-equilibrium geometry from the Open Molecules 2025 dataset. Energies are from wB97M-V/def2-TZVPD.

Results
Spin multiplicity = 5
⟨S²⟩ = 6.025
LUMO level (alpha / beta) = -0.4731 / -0.4865 Ha
Charge = +3
Orbital gap (alpha / beta) = 6.30 / 7.08 eV

Cartesian coordinates (Å):
Os1 -0.357 0.014 0.102
C1 1.434 2.471 -0.508
C2 2.402 1.358 -0.082
N1 1.735 0.022 -0.078
C3 2.290 -0.911 0.939
C4 1.968 -0.467 2.362
S1 0.273 0.241 2.487
C5 0.611 2.054 2.575
C6 -0.069 2.886 1.492
N2 0.102 2.366 0.126
H1 1.283 2.427 -1.590
H2 1.905 3.436 -0.290
H3 2.816 1.563 0.903
H4 3.244 1.367 -0.784
H5 1.945 -0.404 -0.994
H6 3.379 -1.012 0.837
H7 1.858 -1.902 0.752
H8 2.662 0.277 2.752
H9 1.990 -1.327 3.036
H10 1.688 2.205 2.581
H11 0.222 2.370 3.545
H12 0.334 3.906 1.571
H13 -1.146 2.950 1.683
H14 -0.550 2.888 -0.461
C7 -2.313 0.644 -2.250
C8 -3.027 0.291 -1.017
C9 -4.417 0.223 -0.775
C10 -4.574 -0.349 0.482
C11 -3.275 -0.620 0.984
C12 -2.930 -1.401 2.162
N3 -2.336 -0.160 0.087
H15 -2.803 0.167 -3.105
H16 -1.259 0.310 -2.213
H17 -2.362 1.716 -2.459
H18 -5.194 0.544 -1.444
H19 -5.493 -0.575 0.989
H20 -3.544 -2.311 2.179
H21 -3.200 -0.890 3.092
H22 -1.871 -1.662 2.175

These are the Löwdin partial charges, in e, on atoms 1 to 2:
1. Os 1.45
2. C -0.15

=====

[6]
Here is 6 unconnected molecules or ions with the total composition C21H41Br13F3N3O3P in a non-equilibrium geometry from the Open Molecules 2025 dataset. Energies are from wB97M-V/def2-TZVPD.

Results
LUMO level = -0.1748 Ha
Charge = +1
Orbital gap = 6.23 eV

Cartesian coordinates (Å):
C1 6.020 1.421 2.643
C2 5.830 1.635 1.055
C3 4.962 0.401 0.537
C4 3.556 0.810 -0.079
C5 2.507 1.290 1.008
N1 2.209 0.314 2.077
C6 1.932 -1.072 1.621
C7 0.925 -1.909 2.510
C8 0.636 -3.276 1.728
F1 -0.268 -3.979 2.572
Br1 2.224 -4.412 1.514
C9 -0.153 -3.044 0.363
F2 0.696 -2.890 -0.729
F3 -0.997 -1.935 0.390
Br2 -1.305 -4.610 -0.044
C10 1.398 0.797 3.143
N2 2.018 0.926 4.472
Br3 3.263 -0.432 4.787
N3 0.134 1.143 3.092
C11 -0.619 1.104 1.819
P1 -0.893 2.780 0.989
O1 -1.120 2.467 -0.490
O2 -2.344 3.498 1.519
O3 0.424 3.819 1.094
H1 6.835 0.679 2.874
H2 5.052 0.939 2.998
H3 6.146 2.403 3.184
H4 6.857 1.641 0.569
H5 5.352 2.649 0.896
H6 4.876 -0.425 1.315
H7 5.545 -0.071 -0.320
H8 3.720 1.693 -0.771
H9 3.071 -0.010 -0.683
H10 2.945 2.222 1.501
H11 1.593 1.675 0.439
H12 1.579 -1.011 0.537
H13 2.932 -1.614 1.563
H14 1.428 -2.219 3.473
H15 -0.085 -1.440 2.662
H16 2.509 1.827 4.526
H17 -0.332 1.499 3.932
H18 -1.662 0.716 2.067
H19 -0.212 0.417 1.031
H20 -2.508 3.097 2.396
H21 0.087 4.730 1.219
Br4 -0.307 -9.241 -0.395
C12 -0.725 -8.778 1.450
C13 0.134 -7.638 1.932
Br5 1.941 -8.233 2.351
H22 -0.609 -9.686 2.040
H23 -1.776 -8.488 1.441
H24 -0.254 -7.232 2.867
H25 0.227 -6.835 1.204
Br6 -6.103 0.364 -0.330
C14 -6.112 2.083 -1.250
C15 -5.190 3.067 -0.580
Br7 -5.983 3.787 1.047
H26 -7.146 2.419 -1.286
H27 -5.769 1.866 -2.262
H28 -5.023 3.932 -1.219
H29 -4.230 2.636 -0.302
Br8 4.186 6.661 -3.255
C16 2.861 5.446 -2.505
C17 3.024 5.314 -1.012
Br9 4.532 4.161 -0.562
H30 2.962 4.500 -3.034
H31 1.896 5.892 -2.748
H32 2.153 4.826 -0.573
H33 3.193 6.266 -0.512
Br10 -2.491 -7.425 -2.628
C18 -1.517 -6.580 -4.088
C19 -1.104 -7.591 -5.127
Br11 0.430 -8.632 -4.527
H34 -0.676 -6.050 -3.645
H35 -2.213 -5.856 -4.513
H36 -0.771 -7.092 -6.037
H37 -1.892 -8.299 -5.374
Br12 -7.397 6.009 -1.543
C20 -7.079 6.436 -3.421
C21 -6.694 5.213 -4.216
Br13 -4.839 4.708 -3.895
H38 -6.322 7.218 -3.443
H39 -8.025 6.842 -3.780
H40 -6.749 5.419 -5.285
H41 -7.305 4.342 -3.986

These are the Löwdin partial charges, in e, on atoms 1 to 2:
1. C -0.12
2. C -0.26